Record 1
23
Properties=species:S:1:pos:R:3 method="wB97M-V/def2-TZVPD" lumo_ev="-4.63 / -4.81" s_squared=0.752 homo_lumo_gap_ev="6.9359 / 6.7683" total_energy_ev=-66013.512 spin_multiplicity=2 total_charge=+1 de_lowest_kj_mol=14.4
Ti 1.056 -0.039 -2.333
I -0.950 -1.216 -4.220
C -2.029 0.623 -4.171
I -1.397 1.928 -2.624
H -3.073 0.379 -4.015
H -1.871 1.116 -5.122
I -0.855 0.066 6.101
C -0.386 0.040 4.079
C -1.285 -0.517 3.173
C -0.968 -0.545 1.829
C 0.239 0.002 1.393
C 1.133 0.569 2.302
C 0.823 0.580 3.648
C 0.570 -0.019 -0.021
O 1.527 0.674 -0.516
O -0.090 -0.735 -0.869
H -2.223 -0.926 3.520
H -1.649 -0.984 1.114
H 2.062 0.995 1.949
H 1.514 1.005 4.361
F 1.660 0.944 -3.689
B 2.638 -1.588 -2.772
F 3.554 -2.352 -3.116

=====

Record 2
20
Properties=species:S:1:pos:R:3 method="wB97M-V/def2-TZVPD" lumo_ev=0.32 smiles="C=C(Br)n1c(=O)oc2cccnc21.Br" homo_lumo_gap_ev=9.1212 total_energy_ev=-155552.212
C -0.277 -1.407 2.032
C -0.150 -2.363 1.129
Br 0.526 -4.066 1.602
N -0.491 -2.154 -0.153
C -0.713 -3.122 -1.093
O -0.968 -4.261 -0.907
O -0.397 -2.548 -2.314
C -0.216 -1.223 -2.152
C 0.065 -0.172 -3.066
C 0.131 1.114 -2.524
C 0.159 1.242 -1.169
N -0.110 0.264 -0.322
C -0.308 -0.918 -0.805
H 0.206 -1.588 2.940
H -0.650 -0.409 1.772
H -0.030 -0.313 -4.147
H 0.609 1.868 -3.195
H 0.172 2.256 -0.705
Br 2.658 -0.559 2.334
H 2.880 0.227 1.120

=====

Record 3
17
Properties=species:S:1:pos:R:3 method="wB97M-V/def2-TZVPD" lumo_ev=-1.56 smiles="O=C1C=CC=C/C1=C/C=N/Br" homo_lumo_gap_ev=7.3818 total_energy_ev=-81969.415 de_lowest_kj_mol=217.4
O -1.439 -1.232 -0.501
C -0.452 -0.531 -0.736
C 0.391 -0.667 -1.889
C 1.708 -0.312 -1.871
C 2.251 0.607 -0.967
C 1.467 1.046 0.065
C 0.151 0.417 0.271
C -0.474 0.507 1.481
C -1.837 -0.013 1.532
N -2.233 -0.625 2.573
Br -4.029 -1.062 2.852
H -0.081 -1.261 -2.565
H 2.118 -0.724 -2.724
H 3.177 0.969 -1.166
H 1.910 1.739 0.661
H 0.032 0.886 2.266
H -2.661 0.257 0.717

=====

Record 4
23
Properties=species:S:1:pos:R:3 method="wB97M-V/def2-TZVPD" lumo_ev="-16.12 / -16.60" homo_lumo_gap_ev="6.8169 / 6.5046" total_energy_ev=-128510.322 total_charge=+4 de_lowest_kj_mol=134.0
Lu -2.257 0.547 -4.768
Ga -0.329 0.410 -1.162
Cl -0.076 1.406 -5.194
Cl -1.389 -0.910 -3.039
C -0.362 1.204 0.654
C -2.629 1.047 -7.154
C -4.231 1.403 -6.064
O -0.395 1.506 1.792
O -2.662 1.426 -8.251
O -5.141 1.865 -6.624
N 4.689 -3.008 1.785
C 3.610 -2.409 1.191
C 2.298 -2.937 1.319
C 1.233 -2.262 0.747
N 1.379 -1.152 -0.015
C 2.571 -0.533 0.024
C 3.732 -1.136 0.564
H 4.632 -3.902 2.222
H 5.628 -2.628 1.684
H 2.133 -3.882 1.872
H 0.214 -2.685 0.785
H 2.668 0.447 -0.480
H 4.699 -0.637 0.515

=====

Record 5
26
Properties=species:S:1:pos:R:3 method="wB97M-V/def2-TZVPD" lumo_ev=2.30 homo_lumo_gap_ev=7.1544 total_energy_ev=-128656.295 total_charge=-1 de_lowest_kj_mol=1.6
Tl -1.104 0.143 0.723
Cl -2.810 -2.038 -1.801
C -2.020 -3.516 -1.234
Cl -0.547 -3.183 -0.340
H -1.762 -4.116 -2.099
H -2.707 -4.040 -0.579
O 3.493 -0.331 0.963
Cl 2.118 -0.709 1.138
O 2.000 -2.111 1.453
O 1.382 -0.446 -0.110
O 1.496 0.087 2.181
N -1.073 7.187 1.826
C -0.573 6.243 1.403
C 0.058 5.056 0.888
C 1.155 5.134 0.040
C 1.717 3.958 -0.412
C 1.167 2.752 -0.007
N 0.110 2.675 0.803
C -0.433 3.803 1.236
H 1.541 6.098 -0.264
H 2.562 3.965 -1.085
H 1.576 1.807 -0.347
H -1.296 3.720 1.886
Se -1.434 3.916 -2.927
C -1.432 2.331 -2.079
N -1.430 1.325 -1.492

=====

Record 6
19
Properties=species:S:1:pos:R:3 method="wB97M-V/def2-TZVPD" lumo_ev=-0.64 smiles="S=c1nc(-c2ccc(Cl)cc2)[nH][nH]1" homo_lumo_gap_ev=7.4044 total_energy_ev=-36220.569 de_lowest_kj_mol=47.7
S 3.550 3.119 0.788
C 2.625 1.888 0.156
N 1.622 1.257 0.793
C 1.005 0.607 -0.167
C -0.162 -0.197 0.108
C -1.139 -0.433 -0.881
C -2.305 -1.157 -0.592
C -2.499 -1.645 0.693
Cl -3.848 -2.670 1.124
C -1.552 -1.417 1.684
C -0.394 -0.699 1.401
N 1.486 0.888 -1.435
N 2.617 1.678 -1.235
H -0.917 -0.101 -1.922
H -2.987 -1.443 -1.397
H -1.739 -1.789 2.681
H 0.284 -0.492 2.212
H 1.495 0.165 -2.140
H 2.859 2.444 -1.872

=====

Copy entry 1 word for word.
23
Properties=species:S:1:pos:R:3 method="wB97M-V/def2-TZVPD" lumo_ev="-4.63 / -4.81" s_squared=0.752 homo_lumo_gap_ev="6.9359 / 6.7683" total_energy_ev=-66013.512 spin_multiplicity=2 total_charge=+1 de_lowest_kj_mol=14.4
Ti 1.056 -0.039 -2.333
I -0.950 -1.216 -4.220
C -2.029 0.623 -4.171
I -1.397 1.928 -2.624
H -3.073 0.379 -4.015
H -1.871 1.116 -5.122
I -0.855 0.066 6.101
C -0.386 0.040 4.079
C -1.285 -0.517 3.173
C -0.968 -0.545 1.829
C 0.239 0.002 1.393
C 1.133 0.569 2.302
C 0.823 0.580 3.648
C 0.570 -0.019 -0.021
O 1.527 0.674 -0.516
O -0.090 -0.735 -0.869
H -2.223 -0.926 3.520
H -1.649 -0.984 1.114
H 2.062 0.995 1.949
H 1.514 1.005 4.361
F 1.660 0.944 -3.689
B 2.638 -1.588 -2.772
F 3.554 -2.352 -3.116